1.
{"formula": "C2H5NOS2", "method": "the ωB97M-V functional and the def2-TZVPD basis", "symbols": ["O", "N", "C", "S", "C", "S", "H", "H", "H", "H", "H"], "positions_angstrom": [[-1.20251, -0.02312, -1.37133], [-0.41298, 0.91743, -0.63349], [0.23000, 0.80930, 0.57056], [0.57744, 1.95440, 1.61236], [0.59118, -0.71809, 0.79047], [1.61695, -1.44317, -0.57037], [-2.05233, -0.43224, -0.68383], [-0.92288, 1.98881, -0.67781], [1.08719, -0.78438, 1.78410], [-0.34956, -1.31800, 0.71105], [0.83750, -0.95094, -1.53172]], "nbo_charge": [-0.53, -0.32, 0.03, -0.01, -0.58, -0.03, 0.46, 0.38, 0.26, 0.22, 0.14], "lumo_energy_ev": -0.243, "homo_energy_ev": -8.80, "e_above_lowest_kcal_mol": 79.4, "e_tot_ev": -27359.613, "homo_lumo_gap_ev": 8.6, "smiles": "ONC(=S)CS"}

---

2.
{"formula": "C11H12N6O5", "method": "the ωB97M-V functional and the def2-TZVPD basis", "symbols": ["O", "N", "O", "C", "C", "C", "N", "O", "O", "C", "N", "O", "N", "C", "C", "H", "H", "C", "C", "N", "C", "C", "C", "N", "H", "H", "H", "H", "H", "H", "H", "H", "H", "H"], "positions_angstrom": [[-0.51531, -1.43281, 3.22719], [-0.30021, -0.23322, 2.94761], [0.28885, 0.54358, 3.73260], [-0.73455, 0.28655, 1.66968], [-1.39674, -0.56128, 0.74442], [-1.73190, -0.09096, -0.52427], [-2.47885, -0.95919, -1.41072], [-2.82796, -0.58341, -2.54239], [-2.75751, -2.09611, -0.96044], [-1.34444, 1.26697, -0.89551], [-1.35547, 1.87965, -2.10365], [-0.78619, 3.11343, -1.86989], [-0.40982, 3.30838, -0.49649], [-0.73771, 2.11466, 0.07766], [-0.46816, 1.63188, 1.37432], [-1.63865, -1.58184, 1.02806], [-0.04430, 2.32272, 2.09472], [0.21874, 4.82665, 2.80392], [-0.93296, 4.26979, 3.61572], [-1.48494, 3.14815, 3.33109], [-2.51844, 2.63145, 4.21412], [-3.32585, 3.71764, 4.88862], [-2.43881, 4.77484, 5.51752], [-1.31412, 5.05371, 4.65321], [0.27149, 5.91239, 2.94405], [1.16618, 4.38044, 3.13892], [0.06868, 4.59541, 1.74148], [-3.16361, 2.01643, 3.57612], [-2.09880, 1.96499, 4.99124], [-3.96607, 4.18768, 4.13675], [-3.96808, 3.27677, 5.65196], [-3.00466, 5.69932, 5.66922], [-2.07319, 4.42379, 6.49212], [-0.77168, 5.89197, 4.80127]], "nbo_charge": [-0.37, 0.50, -0.36, -0.01, -0.11, -0.01, 0.50, -0.34, -0.38, 0.12, -0.01, -0.12, -0.03, 0.02, -0.05, 0.29, 0.30, -0.67, 0.47, -0.56, -0.24, -0.42, -0.21, -0.61, 0.22, 0.23, 0.25, 0.20, 0.20, 0.20, 0.22, 0.20, 0.19, 0.39], "lumo_energy_ev": -2.211, "homo_energy_ev": -9.09, "e_tot_ev": -30770.515, "homo_lumo_gap_ev": 6.9, "smiles": "O=[N+]([O-])c1cc([N+](=O)[O-])c2nonc2c1.CC1=NCCCN1"}

---

3.
{"formula": "C4H4ClN", "method": "the ωB97M-V functional and the def2-TZVPD basis", "symbols": ["C", "C", "Cl", "C", "C", "N", "H", "H", "H", "H"], "positions_angstrom": [[0.98748, 0.82668, 0.98880], [0.05826, 0.73776, 0.04679], [-1.29481, 1.83191, 0.04120], [0.00429, -0.29904, -0.98964], [-1.11929, -1.56344, -0.17099], [-1.77368, -2.33473, 0.34672], [0.95696, 1.57519, 1.75793], [1.80960, 0.13511, 1.00629], [-0.54740, -0.05380, -1.88386], [0.91860, -0.85564, -1.14325]], "nbo_charge": [-0.35, -0.07, 0.01, -0.36, 0.23, -0.39, 0.22, 0.21, 0.25, 0.25], "lumo_energy_ev": 0.116, "homo_energy_ev": -10.23, "e_above_lowest_kcal_mol": 47.8, "e_tot_ev": -18223.065, "homo_lumo_gap_ev": 10.3, "smiles": "C=C(Cl)CC#N"}

---

| no. | largest force on an atom (eV/A) |
| --- | --- |
| 1 | 6.53 |
| 2 | 3.02 |
| 3 | 5.75 |